Entry 1:
A molecular structure, C5H7NO in a non-equilibrium geometry. Source: the Open Molecules 2025 dataset; level of theory: ωB97M-V with the def2-TZVPD basis set.

Summary:
E_LUMO = 0.4 eV
HOMO = -8.627 eV
energy above the lowest of the compared OMol25 structures with the same formula, charge and spin = 89.7 kcal/mol
spin multiplicity = 1

```
14
Properties=species:S:1:pos:R:3:forces:R:3:mulliken_charge:R:1
O 1.52928 1.91329 0.18778 -1.0793 -0.5417 -0.5433 -0.415
C 1.66114 0.75265 0.07299 2.1420 1.2113 1.4562 0.633
C 2.26281 -0.40323 0.25477 0.4845 0.0870 -0.5101 -0.797
N -0.22951 -0.96920 0.27018 -0.1594 -0.0240 -0.3010 -0.453
C -1.42301 -0.29428 0.80686 -0.1456 0.0132 0.3949 -0.400
C -1.57960 0.43965 -0.54138 -0.3558 0.1138 0.0047 -0.515
C -0.28802 -0.23923 -0.79117 -1.0980 -1.1079 -0.9074 -0.123
H 1.87341 -1.30378 -0.14176 -0.0175 -0.5438 0.1672 0.312
H 3.27190 -0.33048 0.63031 0.1600 0.0795 -0.1136 0.295
H -1.17728 0.36884 1.62712 0.0449 0.0569 0.2970 0.249
H -2.14663 -1.03910 1.14104 -0.2654 0.2585 -0.1693 0.287
H -1.61455 1.52379 -0.58873 -0.1712 0.0789 0.1160 0.262
H -2.33067 -0.02496 -1.17841 -0.2505 0.2685 -0.0079 0.245
H 0.19074 -0.39395 -1.74961 0.7114 0.0497 0.1166 0.421
```
Forces are in eV/Å.

Entry 2:
A single C6H12N2 molecule in a non-equilibrium geometry. Source: the Open Molecules 2025 dataset; level of theory: ωB97M-V with the def2-TZVPD basis set.

Summary:
E_LUMO = 1.1 eV
HOMO = -7.406 eV
energy above the lowest of the compared OMol25 structures with the same formula, charge and spin = 90.7 kcal/mol
spin multiplicity = 1
structure (SMILES) = C[C@H]1CN[C@@H]2C[C@@]12N

```
20
Properties=species:S:1:pos:R:3:forces:R:3:mulliken_charge:R:1
C 2.06486 -1.03215 -0.08139 0.0105 -0.0303 -0.1625 -1.407
C 0.98574 -0.11767 0.57270 0.6580 -1.1215 -1.0827 -0.156
C 0.90069 1.38444 0.02574 -0.2391 -0.6253 -0.7097 -0.608
C -0.62481 0.10036 -1.06563 0.6920 0.7354 0.3554 -0.174
C -1.45175 -1.07185 -0.77158 0.7375 0.4404 0.9138 -0.776
C -0.44329 -0.65984 0.34477 -0.3685 0.6328 -0.5389 0.672
H 3.12772 -0.78231 0.11576 -0.6819 0.4199 -0.0859 0.404
H 1.94811 -2.03093 0.35871 -0.0735 0.1047 -0.2966 0.343
H 1.93614 -1.10742 -1.19242 0.1042 0.0518 0.9508 0.228
H 1.17801 -0.07532 1.62371 0.1643 -0.1777 0.8549 0.568
H 0.95801 2.16555 0.80580 0.2587 -0.4061 -0.4617 0.284
H 1.67190 1.49506 -0.76819 -0.1360 0.1910 0.7772 0.335
H -1.08931 1.81203 0.00550 -0.0281 -0.3788 -0.2490 0.389
H 0.13527 -0.23117 -1.79512 -0.1302 0.5224 0.5712 0.200
H -2.43867 -0.94735 -0.38242 -0.5683 -0.2757 0.0164 0.267
H -1.31377 -1.91628 -1.40798 0.0664 -0.3723 -0.4213 0.270
H -2.18832 -0.35708 1.31467 -0.3545 -0.0709 0.6199 0.176
H -0.83174 -0.23781 2.26265 -0.5583 0.1966 -0.2206 0.201
N -0.40497 1.48614 -0.67130 -0.5003 0.3389 -0.8085 -0.532
N -1.26389 0.02718 1.37297 0.9471 -0.1754 -0.0219 -0.684
```
Forces are in eV/Å.

Entry 3:
A single C26H41N3O2 molecule. Source: the Open Molecules 2025 dataset; level of theory: ωB97M-V with the def2-TZVPD basis set.

Summary:
E_LUMO = 0.8 eV
HOMO = -8.363 eV
energy above the lowest of the compared OMol25 structures with the same formula, charge and spin = 45.3 kcal/mol
spin multiplicity = 1
structure (SMILES) = CCN(C[C@H]1CCCO1)C(=O)C1CCN(C2CCN(Cc3ccccc3C)CC2)CC1

```
72
Properties=species:S:1:pos:R:3:forces:R:3:mulliken_charge:R:1
C -4.98188 -2.63433 -2.07751 0.0655 0.2660 -0.0052 -1.182
H -4.38376 -3.23375 -1.39606 0.0579 -0.0759 0.0478 0.271
H -6.03000 -2.82494 -1.86339 -0.1099 -0.0533 0.0078 0.401
H -4.77486 -2.95013 -3.09686 -0.0174 -0.0854 -0.1118 0.385
C -4.64959 -1.14907 -1.91802 0.1204 -0.2941 -0.1903 -0.577
N -4.83099 -0.68816 -0.55915 -0.3201 0.1167 -0.0001 0.545
C -3.85936 -0.47874 0.36838 0.3170 0.0452 -0.4111 -0.212
O -4.15511 -0.26606 1.52999 -0.0045 0.0212 0.4024 -0.684
C -2.40168 -0.48088 -0.08107 0.0100 0.0013 0.3879 0.503
H -2.31080 -0.05932 -1.08725 -0.0078 -0.0532 0.0092 0.257
C -1.57240 0.37540 0.87781 0.0634 0.0705 -0.2025 -1.218
C -0.09482 0.30981 0.50459 -0.1787 0.0738 0.1646 -0.493
N 0.36399 -1.06243 0.58250 -0.0688 -0.0989 -0.0316 0.385
C -0.33678 -1.87341 -0.38910 -0.1708 -0.1725 0.0924 -0.805
C -1.82814 -1.90070 -0.05899 0.1366 0.0753 -0.3257 -0.289
H -2.34209 -2.54372 -0.77443 -0.0500 -0.0610 -0.0135 0.166
H -1.96147 -2.31401 0.94142 -0.0363 -0.0637 0.0243 0.238
H -0.20336 -1.49507 -1.42119 0.0170 -0.0536 0.0126 0.310
H 0.05894 -2.89149 -0.34955 0.0250 0.0416 -0.0477 0.419
C 1.80304 -1.25971 0.60599 0.2137 0.2571 0.0912 -0.706
C 2.40635 -0.81825 1.94113 0.0911 -0.3605 -0.1461 -0.593
H 1.87961 -1.30494 2.76192 -0.0545 -0.0059 0.0263 0.330
H 2.31064 0.26083 2.05931 -0.0144 0.0767 0.0501 0.276
C 3.88824 -1.17746 1.97850 -0.1445 0.2216 0.1650 -1.116
N 4.58744 -0.51184 0.89637 0.0671 -0.2483 -0.0146 0.727
C 4.07463 -0.94414 -0.38961 -0.1203 0.2353 -0.2157 -0.928
H 4.65016 -0.44150 -1.17116 -0.0472 -0.1270 0.0087 0.501
C 2.59960 -0.58150 -0.51903 -0.0302 -0.3744 0.0881 -0.530
H 2.23143 -0.90077 -1.49605 -0.0256 0.0395 -0.0582 0.354
H 2.49578 0.50145 -0.44288 -0.0235 0.0734 -0.0472 0.254
H 4.19798 -2.03672 -0.52267 0.0490 0.0196 -0.0078 0.265
C 6.02981 -0.68557 0.99044 -0.0526 0.0346 0.0149 -1.307
C 6.76187 0.18053 0.00019 0.1321 -0.0902 -0.0324 0.565
C 7.52833 -0.40415 -0.99812 -0.0108 -0.0065 0.0627 -0.540
C 8.21140 0.36788 -1.92130 0.0793 -0.0040 -0.1052 -0.656
C 8.12655 1.74620 -1.85258 0.0626 -0.0139 -0.0789 -0.570
C 7.36398 2.33740 -0.86067 -0.0207 0.0101 -0.0035 -0.714
C 6.67746 1.57401 0.07342 -0.0023 0.0042 -0.0417 1.050
C 5.87072 2.23555 1.14691 -0.0279 0.0794 0.0077 -1.240
H 5.77561 3.30179 0.95727 0.0191 0.0833 0.0366 0.401
H 6.35338 2.09994 2.11521 -0.0097 0.0296 0.1428 0.266
H 4.88404 1.78243 1.20171 -0.0418 0.0775 0.0742 0.110
H 7.30097 3.41550 -0.80902 -0.0250 0.0966 0.0252 0.369
H 8.65272 2.36047 -2.56868 0.0395 0.0492 -0.0546 0.386
H 8.80387 -0.10577 -2.69021 0.0448 -0.0336 -0.0638 0.391
H 7.59167 -1.48243 -1.05279 -0.0189 -0.1035 0.0131 0.360
H 6.31667 -1.74234 0.83744 0.0124 0.0818 0.0578 0.387
H 6.32826 -0.40234 2.00520 -0.0112 -0.0859 -0.0025 0.445
H 4.32279 -0.84320 2.92478 0.0226 -0.0787 -0.0231 0.447
H 4.00493 -2.27647 1.91992 0.0358 0.0281 0.0246 0.391
H 1.95624 -2.34408 0.52171 0.0219 0.0560 0.0055 0.279
H 0.03941 0.72890 -0.51056 0.0740 0.0224 0.0544 0.322
H 0.47864 0.91818 1.20364 0.0191 0.0606 -0.0627 0.467
H -1.71133 0.00060 1.89118 0.0005 0.0643 0.0082 0.279
H -1.91740 1.41034 0.84752 -0.0222 0.0297 0.0443 0.466
C -6.20538 -0.60044 -0.08849 -0.2373 0.2687 0.5279 -1.604
H -6.87839 -0.94874 -0.87104 0.0263 -0.0033 -0.0449 0.506
H -6.33334 -1.22845 0.79759 -0.0513 -0.0366 -0.1264 0.248
C -6.60377 0.83036 0.28024 0.3587 0.0247 -0.2232 0.588
C -6.33596 1.87472 -0.81327 -0.0893 -0.1932 0.2220 -0.496
H -5.31800 2.25452 -0.77486 0.0586 0.0115 -0.0567 0.263
C -7.38942 2.94891 -0.51544 -0.0900 -0.0620 0.0546 -0.618
H -7.88026 3.29183 -1.42431 0.0229 0.0584 0.0000 0.290
C -8.38112 2.23105 0.42605 -0.1789 0.3430 0.0861 -0.496
H -8.32792 2.66050 1.43640 -0.0404 -0.0413 -0.0840 0.282
O -8.00790 0.87114 0.46380 0.0127 -0.3422 -0.0910 -0.464
H -9.41494 2.27600 0.07920 0.0566 0.0426 0.0678 0.334
H -6.94758 3.81088 -0.01841 -0.0162 0.0447 -0.0306 0.261
H -6.51322 1.43118 -1.79380 0.0462 -0.0425 -0.0553 0.248
H -6.09441 1.12590 1.20843 -0.0795 -0.0474 -0.1138 0.341
H -5.29962 -0.56050 -2.57413 0.1337 0.0111 0.0190 0.322
H -3.62077 -0.97798 -2.23001 -0.0631 0.0656 -0.0048 0.391
```
Forces are in eV/Å.

Entry 4:
A gas-phase ion, C3H3N2O (charge +1) in a non-equilibrium geometry. Source: the Open Molecules 2025 dataset; level of theory: ωB97M-V with the def2-TZVPD basis set.

Summary:
E_LUMO (alpha / beta) = -5.5 / -5.5 eV
HOMO (alpha / beta) = -14.901 / -14.900 eV
charge = +1
energy above the lowest of the compared OMol25 structures with the same formula, charge and spin = 130.4 kcal/mol
spin multiplicity = 1
structure (SMILES) = C1[NH+]=C2N=C2O1

```
9
Properties=species:S:1:pos:R:3:forces:R:3:mulliken_charge:R:1
C 1.42545 -0.62294 0.03222 -0.9995 -0.0433 -0.5439 0.614
C 0.93281 0.99796 -0.08405 -0.5732 0.7479 0.6066 0.358
C -0.82604 -0.56375 -0.00705 0.6198 1.8220 3.4117 -0.335
N 2.15782 0.43161 -0.01291 2.1053 -0.2969 -0.0615 -0.271
N -0.33461 0.87696 0.00980 2.9576 -4.3729 -0.0960 -0.050
O 0.39787 -1.36575 -0.00804 0.0225 1.2734 0.2386 -0.193
H -1.50118 -0.78938 0.79721 0.2895 -0.2907 0.9441 0.328
H -1.37521 -0.62149 -0.81722 -2.1553 -1.3025 -4.6281 0.366
H -0.87692 1.65676 0.09003 -2.2667 2.4631 0.1285 0.183
```
Forces are in eV/Å.

Entry 5:
A molecular structure, C17H42BNO6Si2 in a non-equilibrium geometry. Source: the Open Molecules 2025 dataset; level of theory: ωB97M-V with the def2-TZVPD basis set.

Summary:
E_LUMO = 0.2 eV
HOMO = -8.636 eV
spin multiplicity = 1

```
69
Properties=species:S:1:pos:R:3:forces:R:3:mulliken_charge:R:1
N 4.23031 -1.26281 2.56556 -0.1415 0.8435 -0.3387 -0.564
C 4.13878 0.19697 2.17586 0.8149 -0.0651 -0.3345 -0.733
C 3.19608 0.51095 0.87134 -0.5863 0.9347 1.2383 -0.280
C 1.77036 -0.26796 1.09106 0.1372 0.1345 0.0168 -0.196
C 0.59732 0.10881 0.00847 0.4785 -1.1018 -0.4819 0.093
Si -1.17028 0.31714 0.79170 0.0273 -0.2160 -0.3709 -0.117
C -1.18238 1.63914 2.23056 0.0367 0.9180 0.2746 -0.287
B -0.41612 3.04662 1.75475 0.1964 1.2746 -0.3687 0.420
O -1.18122 4.25151 1.27755 2.4099 -1.4349 2.8603 -0.603
O 1.06615 3.22134 1.79808 -2.8422 -0.3568 2.0119 -0.534
O -1.95261 -1.19708 1.21915 2.0913 1.0018 2.1109 -0.097
Si -1.26605 -1.92173 2.66596 0.1379 0.5958 -1.8166 0.579
H 4.63331 -1.86268 1.81152 -0.9835 0.7132 0.9681 0.215
H 3.33722 -1.63993 2.95096 1.1606 0.4002 -0.8969 0.287
H 5.25284 0.54529 1.93718 -2.4034 -0.5928 0.5545 0.316
H 3.78126 0.78891 3.12920 0.5519 -1.0701 -1.9934 0.228
H 3.74967 0.26715 -0.13061 -1.1987 0.1706 1.8708 0.285
H 2.98416 1.68488 0.89118 0.4013 -2.4835 -0.2441 0.206
H 1.98854 -1.42440 1.10688 -0.5678 2.2825 -0.1671 -0.014
H 1.33343 -0.00906 2.16588 1.2485 -0.4017 -1.9751 0.201
H 0.49962 -0.79989 -0.75056 0.2072 1.9560 1.3208 0.141
H 0.80709 1.07418 -0.63127 -0.2866 -1.8211 1.3103 0.012
H -2.00228 0.91889 -0.28168 -0.0802 -0.2167 0.1765 -0.109
H -0.60133 1.23912 3.16814 -1.2883 0.7311 -1.6074 0.248
H -2.31992 1.89231 2.45105 2.3957 -0.6296 -0.1777 0.181
H -0.75758 5.01315 1.80715 -0.7779 -1.5062 -1.5854 0.305
H 1.35157 3.02121 2.74053 -0.2530 -0.0094 -1.8160 0.298
H -1.91675 -3.15641 3.10269 -0.4935 0.0362 -0.0837 -0.202
H -1.10781 -0.95990 3.78663 -0.3484 -0.0652 -0.1308 -0.163
H 0.12150 -2.31193 2.30705 -0.1011 -0.0167 0.0285 -0.145
C -5.71827 -1.74007 -1.24056 -0.2703 0.0702 -0.5950 -0.606
C -4.48023 -1.26047 -0.52783 0.5384 -0.3016 0.1339 -0.135
C -5.05204 -0.28896 0.48155 -0.0917 0.3743 0.1886 -0.128
O -6.36494 -0.76024 0.81522 0.1360 -0.1545 -0.2830 -0.445
C -6.73215 -1.78531 -0.11839 -0.2481 -0.1160 0.3502 -0.492
H -5.59222 -2.70387 -1.74024 -0.0425 0.0965 0.0592 0.345
H -6.02408 -1.00146 -1.99107 -0.0114 -0.1177 0.0378 0.293
H -4.00233 -2.09993 -0.00919 0.0002 0.1909 -0.0777 0.089
H -3.74121 -0.80216 -1.18989 -0.0687 -0.0483 0.1282 0.235
H -5.15570 0.71378 0.05360 0.1059 0.0440 -0.0111 0.216
H -4.44408 -0.22025 1.38825 -0.1427 -0.0226 -0.0531 0.066
H -6.69761 -2.74498 0.40875 -0.0550 -0.0610 -0.0804 0.272
H -7.75407 -1.61616 -0.46873 0.0526 0.0416 0.1376 0.297
C -0.71575 5.05326 -3.16883 -0.5639 0.3482 -0.0730 -0.556
C 0.54452 5.12138 -2.34553 0.6299 0.2099 -0.0538 -0.665
C 0.43219 3.87781 -1.49080 -0.0539 -0.1752 0.5199 0.346
O -0.29357 2.90861 -2.25960 -0.0410 0.2348 -0.1864 -0.378
C -0.86234 3.56533 -3.40085 0.0227 -0.4407 -0.1662 -0.537
H -0.66534 5.62661 -4.09792 -0.0248 -0.0890 0.0826 0.361
H -1.56350 5.42524 -2.58122 0.0708 -0.0352 -0.1017 0.247
H 1.42014 5.04630 -3.00107 -0.0534 0.0556 0.0862 0.281
H 0.63603 6.03729 -1.75625 -0.0011 -0.1235 -0.0347 0.363
H -0.13791 4.07402 -0.57655 0.2323 0.0889 -0.2903 -0.168
H 1.40859 3.47077 -1.21257 -0.0731 -0.0730 -0.0497 0.192
H -0.30061 3.24465 -4.28497 -0.0734 0.0404 -0.0779 0.283
H -1.90542 3.25975 -3.52034 0.1107 -0.0778 0.0691 0.266
C 3.93830 -4.07089 -1.87588 0.4973 -0.2061 -0.3959 -0.608
C 2.59647 -4.55071 -1.38597 -0.6283 0.0528 -0.1603 -0.436
C 2.82866 -4.67353 0.10421 0.0413 -0.2159 0.4188 -0.401
O 3.80598 -3.68448 0.45600 -0.0671 -0.0943 -0.3428 -0.416
C 4.37973 -3.16154 -0.75005 0.0713 0.3758 0.1978 -0.164
H 3.89729 -3.56310 -2.84280 0.0293 -0.0383 0.1275 0.330
H 4.62697 -4.91974 -1.96262 -0.0462 0.1201 -0.0281 0.267
H 1.83487 -3.78720 -1.58373 0.0348 -0.1083 0.0176 0.185
H 2.26950 -5.48693 -1.84542 0.0257 0.1047 0.0860 0.350
H 3.23881 -5.65545 0.36300 -0.0922 -0.0386 -0.0069 0.309
H 1.91609 -4.51237 0.68534 0.1428 0.0447 0.0387 0.212
H 3.99673 -2.14458 -0.88840 0.0531 0.0424 -0.0752 0.020
H 5.46765 -3.11419 -0.65056 -0.0894 -0.0027 0.1101 0.342
```
Forces are in eV/Å.